# 1
Molecular formula: C38H69N8O6PS2
Method: DFT, ωB97M-V/def2-TZVPD

CARTESIAN COORDINATES (ANGSTROEM)
C -7.714 -1.973 -0.539
C -8.971 -1.342 0.303
C -8.602 -0.057 1.251
O -7.469 -0.257 2.167
C -6.192 0.195 1.592
C -5.749 1.722 1.988
S -7.039 2.350 3.251
C -4.359 2.001 2.811
C -3.034 1.073 2.552
C -2.082 1.020 3.926
C -0.670 1.823 3.675
C 0.672 0.889 4.012
N 1.708 0.956 2.908
C 2.733 -0.153 2.997
C 4.195 0.086 2.222
O 2.581 -1.335 3.600
N -3.935 3.444 2.476
C -5.023 4.064 1.587
O -5.465 5.327 1.580
C -5.493 2.744 0.727
O -4.293 2.402 -0.098
P -6.827 2.964 -0.622
O -7.150 1.483 -1.544
O -8.334 3.678 -0.025
S -6.133 4.241 -1.973
H -6.719 -2.102 0.085
H -8.013 -3.039 -0.921
H -7.407 -1.344 -1.500
H -9.500 -2.214 0.879
H -9.748 -0.944 -0.509
H -9.556 0.128 1.943
H -8.482 0.961 0.640
H -6.118 0.105 0.422
H -5.359 -0.546 2.020
H -6.635 1.904 4.546
H -4.523 2.107 3.987
H -3.255 -0.051 2.291
H -2.387 1.489 1.639
H -2.667 1.393 4.888
H -1.834 -0.127 4.147
H -0.674 2.761 4.411
H -0.595 2.290 2.587
H 1.161 1.378 4.973
H 0.344 -0.196 4.314
H 2.158 1.910 3.026
H 4.062 -0.039 1.057
H 4.555 1.173 2.507
H 4.942 -0.726 2.664
H -3.030 3.547 1.968
H -4.553 1.500 -0.497
H -6.314 1.185 -2.023
H -8.834 3.984 -0.862
C -1.920 6.129 7.931
C -2.428 6.072 6.496
C -3.444 4.954 6.265
C -2.861 3.621 6.464
N -2.397 2.570 6.633
H -1.390 5.211 8.207
H -1.221 6.963 8.051
H -2.746 6.273 8.634
H -1.575 5.954 5.817
H -2.899 7.031 6.254
H -3.824 5.028 5.239
H -4.304 5.088 6.932
C 0.433 -4.722 -0.215
C 1.129 -3.519 0.410
C 0.301 -2.853 1.509
C -0.951 -2.283 0.994
N -1.944 -1.842 0.584
H -0.501 -4.435 -0.707
H 1.078 -5.180 -0.971
H 0.205 -5.479 0.542
H 1.368 -2.793 -0.376
H 2.081 -3.851 0.839
H 0.897 -2.053 1.964
H 0.082 -3.577 2.301
C 4.986 -3.366 -0.986
C 5.136 -4.747 -0.362
C 5.546 -5.820 -1.371
C 4.524 -6.031 -2.404
N 3.716 -6.188 -3.223
H 4.194 -3.352 -1.742
H 4.723 -2.632 -0.218
H 5.919 -3.046 -1.459
H 4.195 -5.027 0.126
H 5.899 -4.694 0.424
H 5.715 -6.762 -0.837
H 6.498 -5.546 -1.840
C 10.333 -5.030 -4.898
C 9.125 -5.457 -5.722
C 7.868 -5.667 -4.877
C 8.021 -6.767 -3.916
N 8.151 -7.631 -3.152
H 10.614 -5.797 -4.169
H 11.195 -4.862 -5.551
H 10.130 -4.100 -4.358
H 9.370 -6.374 -6.271
H 8.921 -4.682 -6.470
H 7.027 -5.890 -5.545
H 7.617 -4.742 -4.347
C 8.154 -0.864 -5.551
C 6.946 -1.291 -6.375
C 5.689 -1.502 -5.531
C 5.842 -2.601 -4.570
N 5.971 -3.466 -3.805
H 8.434 -1.631 -4.822
H 9.015 -0.697 -6.204
H 7.950 0.066 -5.011
H 7.190 -2.209 -6.924
H 6.741 -0.516 -7.123
H 4.848 -1.724 -6.198
H 5.437 -0.576 -5.000
C -1.870 4.301 -2.391
C -2.114 5.794 -2.569
C -2.341 6.195 -4.027
C -1.158 5.949 -4.862
N -0.223 5.744 -5.519
H -0.963 3.978 -2.912
H -1.746 4.064 -1.330
H -2.714 3.718 -2.774
H -1.266 6.350 -2.152
H -2.999 6.076 -1.986
H -2.590 7.262 -4.066
H -3.202 5.652 -4.433

The total energy is -95681.2693 eV. The HOMO-LUMO gap comes out at 0.3214 hartree. Its total charge is 0. As for the strongest force on any atom: 0.17779 hartree/bohr.

---

# 2
Molecular formula: C38H70F5N2O10S2
Method: DFT, ωB97M-V/def2-TZVPD

CARTESIAN COORDINATES (ANGSTROEM)
C 3.255 3.201 2.944
C 2.987 1.961 2.552
C 3.274 1.421 1.173
C 2.256 1.398 0.251
C 0.893 1.953 0.752
O 0.055 1.104 1.145
O 0.655 3.183 0.737
C 2.375 0.868 -1.098
C 1.208 0.826 -2.064
C 0.376 2.154 -2.144
C -1.109 1.804 -1.822
C -2.003 3.059 -1.564
C -2.878 2.802 -0.300
C -4.263 2.115 -0.629
C -4.488 0.796 0.151
C -3.761 -0.439 -0.440
C -4.074 -0.606 -1.969
C 3.617 0.349 -1.485
S 3.908 -0.374 -3.094
O 3.473 0.483 -4.172
O 5.297 -0.686 -3.317
C 2.913 -1.971 -3.107
F 2.171 -2.060 -4.226
F 2.045 -2.013 -2.068
C 3.831 -3.242 -2.920
F 4.420 -3.621 -4.047
F 3.012 -4.242 -2.501
F 4.692 -3.048 -1.912
C 4.714 0.359 -0.547
N 5.945 -0.107 -0.694
S 6.812 0.093 0.649
N 5.662 0.818 1.580
C 4.582 0.903 0.834
H 2.750 3.573 3.847
H 3.947 3.893 2.453
H 2.510 1.290 3.280
H 1.485 0.544 -3.090
H 0.541 0.014 -1.707
H 0.754 2.961 -1.498
H 0.450 2.515 -3.190
H -1.106 1.133 -0.947
H -1.527 1.230 -2.671
H -2.702 3.121 -2.426
H -1.429 3.997 -1.521
H -3.059 3.742 0.255
H -2.384 2.127 0.424
H -5.038 2.826 -0.278
H -4.413 2.005 -1.717
H -4.224 0.944 1.216
H -5.571 0.540 0.153
H -2.671 -0.349 -0.281
H -4.083 -1.357 0.086
H -4.073 -1.658 -2.292
H -3.323 0.003 -2.499
H -5.054 -0.121 -2.139
C 8.377 -4.482 -1.248
C 7.615 -5.535 -0.458
C 6.759 -6.400 -1.371
O 6.784 -4.897 0.509
H 7.686 -3.812 -1.768
H 8.978 -3.863 -0.581
H 9.036 -4.943 -1.987
H 8.319 -6.164 0.090
H 6.016 -5.792 -1.895
H 6.210 -7.143 -0.791
H 7.371 -6.918 -2.113
H 6.157 -4.337 0.037
C -4.424 -0.077 4.426
C -5.922 -0.312 4.303
C -6.530 -0.721 5.636
O -6.164 -1.333 3.335
H -3.911 -0.990 4.744
H -3.999 0.205 3.462
H -4.206 0.713 5.147
H -6.407 0.596 3.941
H -6.089 -1.655 5.995
H -7.602 -0.897 5.531
H -6.375 0.050 6.394
H -5.739 -2.140 3.644
C -5.458 -4.667 9.428
C -5.413 -3.447 8.520
C -4.363 -2.450 8.987
O -6.693 -2.818 8.498
H -5.722 -4.379 10.450
H -6.221 -5.369 9.087
H -4.495 -5.181 9.449
H -5.193 -3.759 7.498
H -4.591 -2.090 9.994
H -4.347 -1.577 8.333
H -3.367 -2.898 8.995
H -6.902 -2.536 9.396
C 2.944 7.604 3.717
C 1.811 6.801 4.338
C 0.785 6.390 3.293
O 1.174 7.581 5.354
H 2.562 8.524 3.264
H 3.667 7.900 4.480
H 3.462 7.027 2.949
H 2.216 5.911 4.823
H 0.332 7.270 2.825
H -0.025 5.824 3.753
H 1.238 5.776 2.511
H 0.812 8.369 4.935
C 5.751 -3.995 -7.223
C 5.679 -2.744 -8.086
C 6.614 -1.661 -7.567
O 4.341 -2.250 -8.104
H 5.448 -3.774 -6.196
H 5.069 -4.760 -7.599
H 6.762 -4.407 -7.206
H 5.942 -2.993 -9.116
H 6.338 -1.365 -6.551
H 6.546 -0.767 -8.189
H 7.651 -2.004 -7.559
H 4.095 -2.024 -7.199
C -5.905 1.300 -6.388
C -5.890 1.028 -4.891
C -7.092 1.657 -4.203
O -4.691 1.545 -4.323
H -5.861 2.375 -6.587
H -5.033 0.851 -6.867
H -6.806 0.896 -6.855
H -5.888 -0.049 -4.714
H -7.086 2.744 -4.331
H -7.063 1.463 -3.130
H -8.029 1.265 -4.604
H -4.677 2.498 -4.471

The total energy is -99253.9431 eV. The HOMO-LUMO gap comes out at 0.2468 hartree. Its total charge is -1. As for the strongest force on any atom: 0.06167 hartree/bohr.

---

The lowest strongest force on any atom belongs to which entry?
C38H70F5N2O10S2